No. 1
# C19H14F17N2O6P

A cluster of 3 separate species, C19H14F17N2O6P in total (ωB97M-V/def2-TZVPD, the OMol25 dataset).

SMILES = O=C1OC[C@](C(F)(F)C(F)(F)C(F)(F)C(F)(F)C(F)(F)C(F)(F)C(F)(F)C(F)(F)F)(P(=O)(O)O)O1.c1cc[nH]c1.c1cc[nH]c1
HOMO = -0.3025 Eh
orbital gap = 8.214 eV
LUMO level = -0.018 eV
calculated total energy = -3332.54119 hartree

Last column: Löwdin charge in e.
Positions of all 59 atoms, in Å:
C1 0.442 0.952 9.094  -0.114
H1 0.529 1.445 10.047  0.088
F1 -1.235 -1.280 0.944  0.161
C2 0.139 -0.497 -3.092  -0.282
C3 -0.083 -3.365 1.045  -0.323
F2 2.189 -1.564 -3.615  0.159
H2 -1.584 1.518 8.358  0.104
P1 -0.694 -1.432 -4.460  0.463
F3 3.036 -1.693 -0.979  0.170
C4 -0.642 1.008 8.260  -0.141
F4 1.065 -1.047 -0.318  0.158
O1 -1.046 1.525 -0.661  0.221
O2 0.062 1.773 -2.586  0.087
C5 0.659 6.360 -5.611  -0.143
H3 2.390 -0.129 8.849  0.088
O3 -0.769 -0.204 -2.041  0.056
F5 1.225 -3.709 -2.467  0.162
C6 1.322 -3.253 -1.213  -0.341
C7 0.874 5.633 -3.494  -0.101
C8 -1.945 -0.951 3.487  -0.559
C9 -0.032 -3.589 -0.514  -0.320
F6 -0.269 -4.889 -0.755  0.172
C10 -0.622 1.099 -1.667  -0.568
F7 1.089 -2.864 1.470  0.163
N1 -0.360 0.252 7.156  0.006
H4 1.330 7.749 -4.070  0.089
H5 -1.612 -3.222 -3.730  0.097
H6 -2.392 -0.483 -3.516  0.095
F8 -2.396 -3.123 1.122  0.165
F9 -3.104 -0.747 2.887  0.209
F10 -0.126 -2.410 3.638  0.173
F11 2.237 0.206 -2.337  0.145
C11 1.724 -1.737 -1.268  -0.313
H7 0.222 3.569 -4.006  0.078
F12 -1.109 0.039 3.211  0.199
C12 1.010 6.760 -4.350  -0.110
H8 0.015 4.485 -6.329  0.142
O4 -2.201 -0.959 -4.335  -0.073
H9 -0.627 1.043 -4.351  0.129
H10 1.297 -0.920 6.503  0.103
C13 0.445 4.586 -4.263  -0.132
C14 1.417 0.128 8.467  -0.113
H11 -0.975 0.114 6.377  0.112
F13 -0.993 -2.875 -1.135  0.149
C15 0.890 -0.288 7.273  -0.142
H12 1.069 5.596 -2.436  0.093
F14 2.288 -3.946 -0.594  0.174
C16 1.555 -0.939 -2.609  -0.351
N2 0.316 5.038 -5.550  0.002
C17 -1.335 -2.314 3.073  -0.346
F15 -0.270 -4.564 1.639  0.167
C18 0.243 0.912 -3.709  -0.092
H13 0.624 6.901 -6.540  0.105
O5 -0.044 -1.126 -5.723  -0.201
H14 1.071 1.141 -4.358  0.154
F16 -2.124 -3.277 3.581  0.170
O6 -0.776 -2.965 -4.133  -0.076
C19 -1.269 -2.492 1.519  -0.336
F17 -2.140 -0.979 4.813  0.169

No. 2
# C5H8ClNO

An isolated molecule of C5H8ClNO (ωB97M-V/def2-TZVPD, the OMol25 dataset).

SMILES = O[C@H]1[C@@H]2NC[C@H](Cl)[C@H]12
HOMO = -0.3549 Eh
orbital gap = 10.285 eV
ΔE to the lowest compared entry with this formula, charge and spin = 118.4 kcal per mole
LUMO level = 0.628 eV
calculated total energy = -785.33929 hartree

Last column: Löwdin charge in e.
Positions of all 16 atoms, in Å:
H1 1.615 -1.266 -0.076  0.154
C1 0.463 0.258 0.978  -0.148
H2 -1.206 1.405 0.018  0.134
N1 0.868 -1.249 0.779  0.004
H3 0.546 2.951 -0.567  0.190
H4 1.788 0.443 -0.785  0.200
C2 -0.405 -1.589 0.279  -0.355
H5 -2.239 -0.324 -0.482  0.169
C3 -1.031 -0.475 -0.559  -0.642
H6 -0.707 -2.560 -0.439  0.149
H7 -0.939 -1.627 1.345  0.154
C4 0.941 1.058 -0.112  -0.378
O1 1.122 2.417 0.171  -0.028
C5 -0.418 0.757 -0.161  -0.295
H8 0.240 0.620 1.923  0.134
Cl1 -0.639 -0.820 -2.312  0.559

No. 3
# C5H17N2O3

A cluster of 3 separate species, C5H17N2O3 in total (ωB97M-V/def2-TZVPD, the OMol25 dataset).

HOMO = -0.4456 Eh
orbital gap = 9.364 eV
total charge = +1
ΔE to the lowest compared entry with this formula, charge and spin = 24.9 kcal per mole
LUMO level = -2.762 eV
calculated total energy = -535.70036 hartree

Last column: Löwdin charge in e.
Positions of all 27 atoms, in Å:
O1 -1.629 -0.220 -2.958  -0.036
H1 1.295 3.255 1.810  0.087
H2 -2.998 -2.054 -0.527  0.168
C1 -0.950 0.295 0.235  -0.081
H3 2.604 -0.655 -0.098  0.107
H4 2.485 2.323 2.495  0.087
C2 -1.779 -0.684 0.531  -0.066
H5 -0.706 2.305 0.831  0.131
H6 1.027 -1.861 -0.368  0.025
C3 -0.430 1.314 1.193  -0.127
N1 -2.043 -1.702 -0.505  0.168
H7 0.984 -3.367 -0.704  0.072
H8 2.842 1.556 0.041  0.125
H9 -1.360 -2.470 -0.341  0.124
H10 1.393 0.330 1.840  0.148
H11 -1.229 -0.657 -3.719  0.074
O2 1.862 -0.196 -0.519  -0.103
H12 -2.222 0.492 -3.242  0.081
H13 -2.377 -0.781 1.425  0.133
H14 -0.841 1.156 2.184  0.125
H15 -1.869 -1.297 -1.440  0.103
O3 0.474 -2.667 -0.283  -0.050
H16 1.313 1.733 -0.785  0.124
N2 1.522 2.340 2.184  0.049
H17 -0.565 0.345 -0.779  0.104
C4 1.831 1.153 -0.020  -0.181
C5 1.100 1.256 1.345  -0.392

No. 4
# C25H50BrN6O4P2

A cluster of 7 separate species, C25H50BrN6O4P2 in total (ωB97M-V/def2-TZVPD, the OMol25 dataset).

HOMO = -0.1125 Eh
orbital gap = 5.289 eV
total charge = -1
LUMO level = 2.228 eV
calculated total energy = -4868.68485 hartree

Last column: Löwdin charge in e.
Positions of all 88 atoms, in Å:
H1 -0.252 3.021 -7.880  0.083
P1 0.743 1.841 1.013  0.505
H2 3.164 -2.856 -6.060  0.082
H3 2.189 -2.076 5.484  0.061
H4 1.762 0.633 4.856  0.097
H5 -3.225 -2.224 -5.590  0.077
C1 -5.394 -1.796 -2.176  -0.260
H6 4.340 0.263 0.712  0.002
C2 -2.047 -0.593 -1.225  -0.183
C3 2.166 -2.511 -6.325  -0.063
O1 -2.482 0.759 2.765  -0.084
H7 0.368 -0.571 2.918  0.077
C4 -6.546 -1.452 -1.353  -0.063
H8 -1.556 -0.990 -2.108  0.034
H9 0.678 -1.269 5.779  0.063
C5 2.289 1.025 -1.936  -0.368
H10 -6.451 -1.922 -0.377  0.085
C6 1.300 -2.568 -5.155  -0.260
H11 3.717 2.524 4.787  0.069
H12 -0.886 -0.146 1.277  -0.015
C7 -2.171 2.700 4.057  -0.072
C8 1.937 -0.281 4.293  -0.218
H13 -2.567 2.183 4.929  0.066
C9 -2.367 -1.610 -5.322  -0.083
H14 -6.594 -0.373 -1.224  0.085
H15 1.484 -4.825 0.502  0.085
C10 -1.752 -3.843 4.096  -0.061
H16 -2.403 -4.692 3.896  0.083
C11 0.430 2.289 -8.306  -0.088
H17 -2.137 -0.123 2.942  0.010
C12 1.383 -1.531 4.991  -0.103
C13 1.796 2.795 -8.254  -0.293
H18 0.845 4.325 1.039  0.057
H19 -0.710 -4.157 4.067  0.019
N1 0.612 -2.594 -4.237  0.157
H20 -2.624 -1.003 -4.457  0.058
H21 2.445 3.745 0.867  0.007
H22 0.345 1.364 -7.741  0.041
C14 -1.284 0.591 -0.589  -0.350
O2 3.473 -0.007 0.410  -0.451
H23 2.348 -0.037 -2.162  -0.017
H24 3.700 4.467 3.920  0.100
C15 1.925 3.895 2.886  -0.241
H25 -2.063 1.179 -0.118  0.082
P2 2.715 1.404 -0.157  0.786
O3 1.417 1.196 2.477  -0.352
H26 1.814 4.985 2.987  0.095
N2 -4.462 -2.055 -2.790  0.164
N3 -1.738 -0.104 -7.352  0.120
C16 3.404 3.670 3.229  -0.267
H27 -2.997 -0.180 -1.574  0.040
C17 -1.451 1.708 3.118  -0.449
C18 1.810 -4.235 1.356  -0.087
H28 0.149 2.097 -9.339  0.079
H29 -2.302 -1.361 -0.500  0.044
C19 -0.244 0.219 0.493  -0.708
Br1 0.702 -1.373 -0.161  0.784
H30 0.929 -2.226 4.285  0.042
H31 1.351 -3.246 1.300  -0.037
C20 -2.003 -0.764 -6.450  -0.266
H32 2.228 -1.486 -6.685  0.081
N4 2.871 3.195 -8.213  0.113
H33 -0.798 1.113 -1.410  0.070
H34 3.017 -0.393 4.199  0.098
H35 -7.460 -1.798 -1.832  0.077
H36 3.050 1.528 -2.534  -0.006
N5 1.055 -5.373 3.576  0.120
O4 3.731 2.427 3.837  -0.082
H37 -0.702 3.491 2.277  0.059
H38 3.992 3.786 2.321  0.103
H39 -1.470 3.477 4.359  0.065
H40 0.266 2.454 -0.220  0.003
C21 -1.888 -2.851 3.044  -0.219
C22 1.531 3.573 1.435  -0.358
N6 -1.932 -2.033 2.240  0.187
H41 2.893 -4.129 1.329  0.088
C23 1.372 -0.129 2.865  -0.353
C24 -0.874 2.473 1.930  -0.215
H42 -1.529 -2.251 -5.063  0.034
H43 -0.716 1.235 3.767  0.122
H44 -2.970 3.182 3.495  0.075
H45 -1.992 -3.421 5.069  0.087
H46 1.262 3.476 3.642  0.094
C25 1.411 -4.896 2.593  -0.267
H47 1.764 -3.144 -7.113  0.080
H48 -1.681 2.591 1.207  0.073
H49 1.331 1.465 -2.202  0.001
H50 1.954 -0.815 2.247  0.069

| no. | maximum force (eV Å⁻¹) |
| --- | --- |
| 1 | 1.1 |
| 2 | 6.2 |
| 3 | 1.0 |
| 4 | 1.7 |